# 1
78
Properties=species:S:1:pos:R:3 method="wB97M-V/def2-TZVPD" e_above_lowest_kj_mol=0.0 homo_ev=-13.8 total_charge=+2 total_energy_ev=-265596.748 lumo_ev=-6.9 gap_ev=6.9
Ta -0.257 -0.100 -1.037
Br -4.612 5.913 0.992
C -3.934 4.204 0.613
C -4.161 3.162 1.501
C -3.652 1.904 1.223
C -2.906 1.702 0.068
C -2.686 2.742 -0.827
C -3.210 3.995 -0.556
N -2.389 0.396 -0.240
C -3.202 -0.586 -0.220
C -2.741 -1.918 -0.609
C -3.578 -3.015 -0.627
C -3.079 -4.232 -1.079
C -1.764 -4.302 -1.502
C -0.977 -3.159 -1.455
N -1.453 -1.997 -1.008
H -4.732 3.334 2.403
H -3.824 1.089 1.916
H -2.142 2.573 -1.744
H -3.060 4.806 -1.255
H -4.251 -0.444 0.030
H -4.607 -2.912 -0.310
H -3.715 -5.106 -1.111
H -1.341 -5.223 -1.875
H 0.050 -3.160 -1.795
C -0.097 -3.008 1.757
As -0.306 -1.089 1.645
C -1.746 -0.795 2.911
C 1.238 -0.359 2.542
C 1.895 -1.036 3.563
C 3.000 -0.458 4.172
C 3.444 0.794 3.770
C 2.780 1.478 2.761
C 1.678 0.900 2.141
As 0.648 1.816 0.789
C -0.446 2.997 1.865
C 1.840 3.061 -0.074
H 0.729 -3.334 1.130
H -1.023 -3.480 1.429
H 0.091 -3.295 2.790
H -1.466 -1.249 3.861
H -2.665 -1.259 2.554
H -1.905 0.271 3.057
H 1.564 -2.014 3.889
H 3.516 -0.986 4.963
H 4.306 1.241 4.246
H 3.133 2.458 2.463
H 0.232 3.600 2.468
H -1.100 2.426 2.519
H -1.043 3.638 1.220
H 2.345 3.661 0.681
H 1.240 3.711 -0.708
H 2.567 2.530 -0.682
O 1.993 1.689 -3.462
P 0.487 2.167 -3.391
O 0.195 3.548 -3.711
O 0.078 1.649 -1.977
O -0.303 1.132 -4.401
P -0.868 -0.215 -3.776
O -1.336 -1.070 -4.984
O -1.934 0.027 -2.742
O 0.267 -0.855 -2.952
H 2.526 2.033 -4.190
H -1.078 -0.787 -5.872
C 4.086 0.117 -0.758
Si 3.017 -1.387 -0.927
C 3.101 -2.119 -2.625
C 3.368 -2.649 0.387
O 1.401 -0.843 -0.678
H 5.134 -0.171 -0.870
H 3.981 0.591 0.220
H 3.863 0.847 -1.538
H 4.112 -2.494 -2.807
H 2.869 -1.377 -3.388
H 2.415 -2.959 -2.752
H 4.423 -2.932 0.332
H 2.791 -3.566 0.247
H 3.187 -2.262 1.391

# 2
68
Properties=species:S:1:pos:R:3 method="wB97M-V/def2-TZVPD" e_above_lowest_kj_mol=294.7 homo_ev="-14.4 / -13.9" total_charge=+2 s2=12.249 total_energy_ev=-147908.824 lumo_ev="-6.8 / -5.7" gap_ev="7.6 / 8.2" multiplicity=7
C -1.760 -0.077 -7.733
I -1.745 0.067 -5.579
H -0.728 0.001 -8.066
H -2.366 0.745 -8.104
H -2.192 -1.042 -7.986
Eu -0.057 -0.068 -2.043
P 0.082 2.239 -2.227
C -1.478 3.196 -2.146
C 1.126 3.017 -0.939
H 1.233 4.094 -1.113
H 0.975 3.897 -3.794
H 2.107 2.535 -0.961
H 1.824 2.319 -3.885
H -1.975 3.000 -1.192
H 0.675 2.847 0.042
C 0.851 2.808 -3.789
H -1.286 4.270 -2.243
H 0.223 2.506 -4.631
H -2.144 2.872 -2.951
P 0.095 -2.375 -1.883
C -1.460 -3.318 -1.664
C 0.871 -3.165 -3.342
H 2.119 -2.470 -0.585
H 1.252 -4.038 -0.504
H 0.687 -2.635 0.452
C 1.140 -2.948 -0.492
H 1.840 -2.689 -3.509
H 1.003 -4.241 -3.185
H -1.263 -4.394 -1.602
H -2.127 -3.119 -2.507
H 0.242 -2.996 -4.220
H -1.959 -2.988 -0.748
Cl 2.318 -0.079 -2.273
O 0.626 0.208 0.125
As 0.134 0.084 1.717
C -1.673 -0.605 2.066
C -2.024 -1.913 1.722
C -3.298 -2.410 2.014
C -4.231 -1.600 2.664
C -3.887 -0.297 3.027
C -2.613 0.197 2.733
C 1.526 -1.072 2.453
C 1.192 -2.195 3.221
C 2.203 -3.027 3.723
C 3.544 -2.738 3.457
C 3.879 -1.618 2.690
C 2.873 -0.787 2.190
C 0.364 1.892 2.455
C -0.553 2.906 2.133
C -0.381 4.200 2.632
C 0.708 4.491 3.458
C 1.618 3.486 3.793
C 1.445 2.189 3.299
H -1.308 -2.558 1.255
H -3.556 -3.426 1.746
H -5.215 -1.986 2.896
H -4.604 0.328 3.544
H -2.366 1.200 3.041
H 0.160 -2.431 3.432
H 1.943 -3.893 4.316
H 4.323 -3.382 3.842
H 4.918 -1.397 2.479
H 3.140 0.074 1.590
H -1.392 2.695 1.483
H -1.087 4.978 2.373
H 0.845 5.495 3.838
H 2.463 3.713 4.431
H 2.163 1.429 3.566

# 3
77
Properties=species:S:1:pos:R:3 method="wB97M-V/def2-TZVPD" e_above_lowest_kj_mol=92.1 homo_ev="-3.4 / -3.0" total_charge=-1 s2=6.083 total_energy_ev=-223523.090 lumo_ev="2.3 / 2.3" gap_ev="5.7 / 5.3" multiplicity=5
Fe -0.254 1.244 -0.139
C 2.412 1.262 -2.630
Se 0.982 2.404 -2.141
C -0.227 2.334 -3.610
C -1.377 1.335 -3.372
Se -2.276 1.642 -1.602
C -3.182 -0.048 -1.311
H 2.851 0.999 -1.645
H 3.040 1.647 -3.446
H 1.995 0.340 -3.102
H 0.453 1.955 -4.429
H -0.634 3.294 -3.790
H -0.926 0.319 -3.421
H -2.188 1.423 -4.098
H -3.946 -0.153 -1.998
H -3.699 0.079 -0.378
H -2.504 -0.845 -1.296
O -0.796 1.064 3.435
C 0.467 0.852 3.520
C 1.417 1.567 2.759
C 2.849 1.398 2.883
C 3.620 2.172 2.127
C 3.173 3.149 1.147
C 1.844 3.098 0.875
C 0.984 2.426 1.729
O -0.386 2.520 1.525
N 5.102 2.038 2.200
O 5.895 2.725 1.597
O 5.522 1.335 3.088
H 0.670 0.187 4.423
H 3.413 0.590 3.429
H 3.849 3.955 0.864
H 1.468 3.860 0.267
O -1.881 3.198 3.274
B -1.407 2.012 2.533
O -2.651 1.497 1.891
C -3.609 2.383 2.080
C -4.882 2.383 1.579
C -5.679 3.483 1.860
C -5.195 4.501 2.605
C -3.952 4.532 3.227
C -3.159 3.477 2.887
H -5.146 1.599 0.899
H -6.698 3.572 1.437
H -5.833 5.387 2.821
H -3.622 5.456 3.731
C 3.586 -0.976 0.220
C 2.502 -2.016 0.204
C 1.542 -1.843 1.399
C 3.016 -3.449 0.278
O 1.791 -1.893 -1.106
P 0.244 -1.676 -1.328
O -0.004 -1.368 -2.773
O -0.216 -0.710 -0.260
O -0.464 -2.972 -0.967
C -0.841 -4.125 -1.743
C 0.199 -4.546 -2.778
C -1.026 -5.354 -0.805
C -2.126 -3.745 -2.487
H 4.129 -1.075 1.167
H 3.163 -0.077 0.264
H 4.203 -1.148 -0.634
H 2.219 -1.936 2.247
H 0.908 -2.760 1.375
H 1.082 -0.889 1.479
H 3.712 -3.484 1.090
H 3.518 -3.665 -0.676
H 2.183 -4.076 0.418
H 1.095 -4.877 -2.321
H 0.413 -3.768 -3.448
H -0.045 -5.478 -3.286
H -0.072 -5.762 -0.411
H -1.502 -5.993 -1.520
H -1.809 -5.121 0.144
H -1.915 -3.054 -3.361
H -2.767 -3.181 -1.794
H -2.616 -4.626 -2.870

# 4
74
Properties=species:S:1:pos:R:3 method="wB97M-V/def2-TZVPD" homo_ev=-11.4 total_charge=+1 total_energy_ev=-75298.167 lumo_ev=-2.1 gap_ev=9.4
Sc 0.068 0.159 -0.416
C -1.354 3.367 -1.993
C -0.248 3.440 -0.993
C 0.293 4.606 -0.459
C 1.282 4.196 0.418
C 2.160 5.045 1.271
N 1.318 2.854 0.391
N 0.380 2.373 -0.479
B 2.195 1.930 1.263
N 1.260 1.154 2.222
N 0.226 0.409 1.742
C -0.460 -0.043 2.800
C -1.691 -0.869 2.637
C 0.149 0.403 3.970
C 1.234 1.163 3.563
C 2.209 1.904 4.412
N 2.947 0.932 0.356
N 2.298 0.098 -0.503
C 3.235 -0.601 -1.148
C 2.909 -1.625 -2.186
C 4.499 -0.216 -0.706
C 4.276 0.761 0.249
C 5.281 1.520 1.046
H -1.878 4.320 -2.016
H -0.969 3.184 -2.999
H -2.074 2.593 -1.738
H -0.008 5.617 -0.677
H 1.952 6.092 1.065
H 1.978 4.856 2.329
H 3.214 4.854 1.068
H 2.971 2.573 1.885
H -2.075 -0.773 1.621
H -1.478 -1.916 2.852
H -2.463 -0.541 3.332
H -0.162 0.213 4.983
H 2.003 1.707 5.461
H 3.233 1.608 4.187
H 2.122 2.979 4.246
H 1.857 -1.903 -2.134
H 3.136 -1.244 -3.183
H 3.521 -2.512 -2.032
H 5.447 -0.598 -1.045
H 6.281 1.193 0.774
H 5.200 2.590 0.856
H 5.140 1.355 2.114
N -0.089 0.207 -2.853
C -1.533 0.130 -3.196
C -2.441 0.234 -1.951
O -3.636 0.322 -2.107
O -1.808 0.181 -0.818
H 0.246 1.142 -3.065
H 0.425 -0.410 -3.470
H -1.755 -0.829 -3.663
H -1.840 0.911 -3.891
C -6.228 -3.220 -1.262
C -4.792 -3.394 -0.870
C -3.792 -3.124 -1.806
C -2.461 -3.141 -1.442
C -2.115 -3.436 -0.132
C -3.086 -3.781 0.795
C -4.419 -3.763 0.419
S -0.417 -3.215 0.387
C 0.328 -4.511 -0.630
O 0.075 -1.931 -0.279
H -6.373 -3.478 -2.310
H -6.491 -2.166 -1.148
H -6.903 -3.813 -0.648
H -4.072 -2.859 -2.816
H -1.691 -2.916 -2.170
H -2.800 -4.049 1.805
H -5.181 -4.013 1.146
H -0.043 -4.448 -1.650
H 0.070 -5.472 -0.188
H 1.407 -4.365 -0.595

# 5
65
Properties=species:S:1:pos:R:3 method="wB97M-V/def2-TZVPD" e_above_lowest_kj_mol=64.3 homo_ev="-2.9 / -3.0" total_charge=-1 s2=0.763 total_energy_ev=-76729.887 lumo_ev="2.6 / 2.2" gap_ev="5.5 / 5.2" multiplicity=2
O -0.799 -0.342 -3.465
C -1.810 0.124 -4.408
C -2.725 -1.078 -4.086
H -1.428 0.179 -5.448
H -2.194 1.099 -4.086
C -1.665 -1.441 -3.028
H -2.772 -1.747 -4.956
H -3.723 -0.859 -3.680
C -0.901 -2.745 -3.031
H -0.583 -3.047 -4.038
H -1.471 -3.541 -2.532
H -0.004 -2.611 -2.433
C -2.195 -1.288 -1.630
H -2.589 -0.291 -1.420
H -1.445 -1.528 -0.870
H -3.002 -2.004 -1.469
Cu -0.387 -0.020 1.588
C -2.754 1.214 2.307
C -2.087 2.466 2.217
C -1.369 2.512 1.015
H -2.195 3.274 2.944
C -1.531 1.264 0.328
C -2.480 0.493 1.108
H -2.997 -0.387 0.746
H -3.443 0.903 3.091
H -0.803 3.362 0.642
H -1.272 1.038 -0.705
C -0.613 -1.371 4.098
C -1.781 -1.529 3.332
C -1.379 -1.878 1.997
H -2.801 -1.405 3.685
C 0.074 -1.989 1.979
C 0.518 -1.612 3.283
H 1.545 -1.652 3.629
H -0.594 -1.154 5.156
H -2.028 -2.165 1.172
H 0.634 -2.418 1.155
O 1.992 -0.909 -1.745
C 1.889 -1.561 -3.034
C 2.872 -1.061 -4.081
H 0.910 -1.253 -3.398
H 1.889 -2.650 -2.932
C 3.457 0.213 -3.425
H 2.318 -0.857 -5.001
H 3.636 -1.819 -4.299
C 2.841 0.253 -2.010
H 3.191 1.128 -3.971
H 4.549 0.136 -3.363
H 2.209 1.141 -1.840
H 3.611 0.259 -1.218
C -0.451 1.648 4.759
C 0.685 1.894 3.881
C 1.763 2.765 4.185
C 2.652 2.698 3.098
C 2.073 1.808 2.172
C 2.622 1.461 0.850
N 0.892 1.328 2.645
H -0.248 0.837 5.475
H -1.374 1.399 4.229
H -0.648 2.565 5.334
H 1.785 3.370 5.087
H 3.593 3.226 2.944
H 2.137 2.035 0.046
H 3.691 1.718 0.848
H 2.513 0.405 0.577

# 6
69
Properties=species:S:1:pos:R:3 method="wB97M-V/def2-TZVPD" e_above_lowest_kj_mol=12.4 homo_ev=-8.2 total_energy_ev=-39547.030 lumo_ev=0.6 gap_ev=8.9 smiles="CCCCCCn1c(CN2CCN(Cc3ccccc3)CC2)nc2c1c(=O)n(C)c(=O)n2C"
C 0.586 -6.264 -0.839
C 0.487 -5.064 0.096
C -0.662 -4.118 -0.259
C -0.434 -3.310 -1.540
C 0.593 -2.182 -1.392
H 1.358 -2.463 -0.667
C -0.026 -0.839 -0.988
N -0.681 -0.884 0.296
C -0.119 -0.824 1.522
N -1.007 -0.920 2.499
C -2.198 -1.051 1.879
C -2.036 -1.030 0.501
C -3.142 -1.128 -0.399
O -3.104 -1.102 -1.617
N -4.346 -1.266 0.296
C -4.539 -1.299 1.670
O -5.649 -1.422 2.143
N -3.418 -1.185 2.463
C -3.538 -1.203 3.903
H -3.181 -0.259 4.315
H -2.935 -2.015 4.310
H -4.588 -1.350 4.148
C -5.563 -1.386 -0.492
H -6.057 -2.330 -0.265
H -5.280 -1.346 -1.541
H -6.243 -0.570 -0.248
C 1.340 -0.655 1.765
N 1.870 0.471 1.015
C 1.330 1.735 1.485
C 1.818 2.864 0.583
N 3.265 2.911 0.627
C 3.807 1.655 0.152
C 3.319 0.525 1.053
H 3.717 -0.427 0.691
H 3.688 0.695 2.079
H 4.898 1.705 0.195
H 3.503 1.439 -0.886
C 3.841 4.085 -0.016
C 3.590 4.175 -1.502
C 2.444 4.790 -1.991
C 2.181 4.817 -3.350
C 3.063 4.228 -4.240
C 4.212 3.620 -3.764
C 4.472 3.593 -2.405
H 5.375 3.124 -2.042
H 4.909 3.166 -4.454
H 2.858 4.248 -5.300
H 1.286 5.300 -3.715
H 1.755 5.260 -1.303
H 3.422 4.962 0.486
H 4.917 4.060 0.179
H 1.423 3.814 0.949
H 1.440 2.693 -0.440
H 0.239 1.685 1.458
H 1.645 1.939 2.523
H 1.483 -0.548 2.853
H 1.869 -1.558 1.440
H -0.782 -0.554 -1.723
H 0.756 -0.078 -0.935
H 1.092 -2.017 -2.348
H -0.106 -3.992 -2.326
H -1.381 -2.878 -1.866
H -0.826 -3.440 0.581
H -1.572 -4.710 -0.378
H 0.333 -5.427 1.115
H 1.435 -4.521 0.085
H 1.377 -6.935 -0.510
H -0.350 -6.817 -0.848
H 0.811 -5.953 -1.856